117
Properties=species:S:1:pos:R:3:mulliken_charge:R:1 method="wB97M-V/def2-TZVPD" total_charge=0 smiles="C[N+](=O)[O-].C[N+](=O)[O-].C[N+](=O)[O-].CCOC(C)=O.CCOC(C)=O.CCOC(C)=O.CCOC(C)=O.CCOC(C)=O.CCOC(C)=O.Fc1ccccc1" e_lumo_ev=-0.163 homo_energy_ev=-9.35 fmax_ev_per_a=5.169 orbital_gap_ev=9.19
C 11.379 -1.410 0.976 -0.611
N 10.160 -1.649 1.812 0.775
O 9.081 -1.824 1.260 -0.486
O 10.317 -1.507 3.061 -0.491
H 11.190 -1.895 0.019 0.272
H 12.282 -1.704 1.511 0.279
H 11.418 -0.321 0.934 0.262
C -2.506 4.575 -2.784 -0.711
N -3.455 4.832 -3.849 0.851
O -4.539 4.286 -3.767 -0.511
O -3.319 5.748 -4.610 -0.511
H -1.594 5.161 -2.892 0.326
H -2.056 3.596 -2.949 0.275
H -3.054 4.624 -1.843 0.280
C -1.151 -6.640 -0.288 -0.683
N -1.480 -7.330 -1.614 0.800
O -1.701 -6.638 -2.631 -0.482
O -1.495 -8.563 -1.596 -0.493
H -0.089 -6.412 -0.196 0.271
H -1.635 -7.136 0.553 0.286
H -1.693 -5.704 -0.416 0.302
O -11.704 -3.283 1.221 -0.569
C -11.104 -2.202 1.423 0.678
O -9.968 -1.944 2.141 -0.335
C -8.986 -3.025 2.363 -0.395
C -7.855 -2.941 1.309 -0.839
C -11.880 -0.958 0.923 -0.863
H -9.478 -3.994 2.444 0.357
H -8.603 -2.886 3.374 0.298
H -8.413 -2.758 0.390 0.267
H -7.434 -3.944 1.241 0.303
H -7.186 -2.122 1.573 0.279
H -11.515 -0.539 -0.015 0.256
H -11.863 -0.322 1.808 0.279
H -12.914 -1.272 0.783 0.283
O 3.375 -7.650 -4.831 -0.553
C 4.199 -8.299 -4.214 0.666
O 4.302 -9.664 -4.310 -0.287
C 3.386 -10.500 -5.020 -0.132
C 3.849 -11.991 -4.972 -1.190
C 5.258 -7.575 -3.337 -0.881
H 3.246 -10.101 -6.025 0.320
H 2.439 -10.632 -4.495 0.221
H 4.876 -12.013 -5.335 0.310
H 3.284 -12.783 -5.465 0.370
H 3.967 -12.417 -3.976 0.318
H 5.520 -6.609 -3.771 0.307
H 6.157 -8.182 -3.230 0.290
H 4.796 -7.325 -2.382 0.241
O -2.835 -1.362 -4.617 -0.594
C -3.362 -1.320 -5.717 0.852
O -2.792 -1.576 -6.813 -0.328
C -1.336 -2.006 -6.891 -0.291
C -0.139 -1.156 -6.346 -1.016
C -4.854 -1.189 -5.929 -1.081
H -1.131 -1.992 -7.961 0.263
H -1.223 -3.059 -6.633 0.336
H -0.074 -0.144 -6.747 0.301
H 0.868 -1.529 -6.531 0.362
H -0.401 -0.991 -5.300 0.286
H -5.081 -0.333 -6.565 0.306
H -5.480 -1.073 -5.044 0.311
H -5.173 -2.057 -6.506 0.294
O 6.499 2.176 -2.998 -0.527
C 7.661 2.114 -2.712 0.610
O 8.247 2.742 -1.621 -0.258
C 7.718 3.870 -0.982 -0.257
C 8.453 4.248 0.315 -1.111
C 8.635 1.301 -3.636 -0.925
H 6.655 3.774 -0.764 0.316
H 7.689 4.661 -1.732 0.311
H 9.520 4.391 0.148 0.314
H 8.249 3.505 1.086 0.277
H 8.197 5.266 0.607 0.369
H 8.532 0.230 -3.460 0.257
H 9.684 1.590 -3.577 0.296
H 8.346 1.423 -4.680 0.328
O 7.316 3.243 8.886 -0.541
C 6.219 2.766 9.080 0.652
O 5.063 3.327 9.516 -0.325
C 5.032 4.644 9.911 -0.320
C 4.894 5.701 8.813 -0.964
C 5.976 1.272 8.922 -0.957
H 5.865 4.864 10.579 0.361
H 4.164 4.678 10.569 0.323
H 3.894 5.955 8.464 0.316
H 5.344 5.377 7.874 0.309
H 5.442 6.564 9.192 0.279
H 6.845 0.678 9.204 0.311
H 5.763 0.988 7.892 0.249
H 5.086 0.964 9.472 0.307
O -11.465 7.006 2.367 -0.571
C -11.101 7.820 1.535 0.739
O -10.071 7.745 0.701 -0.345
C -9.032 6.724 0.746 -0.230
C -7.912 7.068 1.762 -1.081
C -11.892 9.110 1.345 -0.932
H -8.575 6.642 -0.240 0.331
H -9.476 5.859 1.239 0.288
H -7.026 6.465 1.565 0.359
H -8.341 6.882 2.747 0.297
H -7.641 8.122 1.691 0.288
H -12.856 8.838 0.916 0.262
H -11.392 9.696 0.574 0.304
H -11.916 9.754 2.224 0.290
F 2.443 2.863 3.739 -0.294
C 1.758 1.993 2.844 0.350
C 2.591 1.014 2.298 -0.294
C 2.062 0.111 1.347 -0.491
C 0.643 0.213 1.094 -0.311
C -0.182 1.131 1.783 -0.556
C 0.397 2.066 2.555 -0.305
H 3.638 0.984 2.561 0.401
H 2.675 -0.616 0.835 0.392
H 0.296 -0.307 0.213 0.372
H -1.220 1.267 1.518 0.349
H -0.190 2.872 2.970 0.389

---

21
Properties=species:S:1:pos:R:3:mulliken_charge:R:1 method="wB97M-V/def2-TZVPD" total_charge=0 e_lumo_ev=0.349 homo_energy_ev=-8.34 fmax_ev_per_a=4.207 orbital_gap_ev=8.69
C -1.652 -0.215 0.519 0.517
C -0.739 1.076 -1.317 -0.910
C 0.973 0.614 0.763 -0.549
C 1.752 -0.660 1.058 -1.035
N -1.677 0.912 -0.226 -0.061
C 0.696 0.560 -1.050 0.650
O -1.430 -1.387 0.097 -0.622
O -2.215 -0.051 1.726 -0.469
O 0.360 -1.252 -1.597 -0.635
O 1.637 1.003 -1.668 -0.645
H -0.518 -1.545 -0.805 0.439
H -2.393 -0.923 2.111 0.373
H 1.109 -1.798 -1.867 0.249
H -1.876 1.741 0.313 0.304
H -0.698 2.115 -1.637 0.425
H -1.090 0.457 -2.151 0.303
H 1.636 1.482 0.758 0.460
H 0.278 0.829 1.578 0.364
H 2.257 -0.610 2.025 0.384
H 2.507 -0.826 0.289 0.240
H 1.083 -1.521 1.080 0.217

---

27
Properties=species:S:1:pos:R:3:mulliken_charge:R:1 method="wB97M-V/def2-TZVPD" total_charge=0 smiles=Cc1ccc(O)cc1.CCC e_lumo_ev=0.803 homo_energy_ev=-8.31 fmax_ev_per_a=1.651 orbital_gap_ev=9.11
C -1.205 -0.057 -3.534 -1.360
C -0.654 -0.610 -1.062 -0.554
C -1.273 0.137 -2.042 0.614
C -0.645 -0.267 0.283 -0.255
C -2.025 1.232 -1.617 -0.405
C -1.418 0.828 0.670 0.792
C -2.086 1.588 -0.275 -0.715
O -1.811 1.007 1.969 -0.527
H -0.011 -1.439 -1.348 0.340
H -0.002 -0.805 0.958 0.035
H -0.391 0.473 -4.037 0.278
H -2.159 0.252 -3.954 0.359
H -2.482 1.927 -2.313 0.316
H -2.579 2.498 0.026 0.399
H -1.327 0.491 2.606 0.289
H -0.985 -1.079 -3.859 0.367
C 3.597 -0.860 1.642 -0.269
C 2.854 -0.900 2.979 -1.050
C 2.803 -1.257 0.385 -0.998
H 3.974 0.158 1.497 0.283
H 4.523 -1.415 1.809 0.285
H 2.965 -1.882 3.448 0.302
H 2.492 -0.334 -0.093 0.283
H 3.410 -1.868 -0.284 0.410
H 1.982 -1.914 0.676 0.227
H 3.357 -0.229 3.680 0.335
H 1.781 -0.707 3.023 0.218